No. 1
{"formula": "C10H22AlBr2OS2", "method": "wB97M-V/def2-TZVPD", "elements": ["C", "C", "S", "C", "Al", "C", "C", "O", "C", "C", "C", "S", "H", "H", "H", "H", "H", "H", "H", "H", "H", "H", "H", "H", "H", "H", "H", "H", "H", "H", "Br", "C", "C", "Br", "H", "H", "H", "H"], "coordinates": [[-2.59, 3.62, -1.35], [-1.36, 4.44, -0.93], [-0.03, 3.40, -0.24], [-0.73, 2.87, 1.34], [0.41, 1.38, 2.12], [-0.66, -0.38, 1.96], [-0.59, -1.05, 0.66], [0.39, -1.68, 0.27], [2.28, 1.31, 1.39], [2.99, -0.05, 1.49], [3.90, -0.45, 0.33], [3.10, -0.22, -1.30], [-3.35, 3.64, -0.56], [-3.01, 4.00, -2.28], [-2.30, 2.58, -1.51], [-1.63, 5.15, -0.15], [-0.91, 4.94, -1.79], [-0.66, 3.73, 2.01], [-1.77, 2.58, 1.21], [0.54, 1.66, 3.72], [-1.70, -0.07, 2.10], [-0.43, -1.08, 2.77], [-1.47, -1.00, -0.01], [2.83, 2.03, 2.01], [2.32, 1.71, 0.37], [3.66, -0.01, 2.37], [2.30, -0.87, 1.70], [4.84, 0.09, 0.34], [4.12, -1.52, 0.41], [4.17, -0.46, -2.06], [-0.73, -3.26, -1.18], [-1.88, -4.33, -2.35], [-2.08, -5.74, -1.84], [-0.51, -6.86, -2.15], [-1.44, -4.31, -3.34], [-2.84, -3.81, -2.37], [-2.89, -6.24, -2.37], [-2.27, -5.76, -0.77]], "mulliken_charge": [-1.015, -0.401, -0.161, -0.755, 0.070, -0.790, 0.151, -0.688, -0.602, -0.560, -0.694, -0.215, 0.280, 0.337, 0.247, 0.273, 0.291, 0.358, 0.326, -0.365, 0.303, 0.313, 0.292, 0.296, 0.368, 0.336, 0.132, 0.370, 0.367, 0.054, 0.132, -0.681, -0.568, -0.173, 0.345, 0.317, 0.348, 0.360], "total_charge": -1, "spin_multiplicity": 1, "homo_lumo_gap_ev": 7.4, "total_energy_ev": -181127.9348, "mol_weight_g_mol": 409.2, "homo_ev": -4.9, "relative_energy_kcal_mol": 0.0}

***

No. 2
{"formula": "C10H22BF4N3O2P2S2Sn", "method": "wB97M-V/def2-TZVPD", "elements": ["Sn", "C", "C", "O", "P", "S", "S", "O", "C", "C", "H", "H", "H", "H", "H", "H", "H", "H", "H", "H", "C", "N", "C", "N", "C", "N", "C", "P", "C", "C", "H", "H", "H", "H", "H", "H", "H", "H", "H", "H", "H", "H", "F", "B", "F", "F", "F"], "coordinates": [[-0.35, 0.62, -0.11], [2.63, 0.74, 4.96], [1.16, 0.43, 5.16], [0.68, -0.43, 4.09], [-0.40, 0.09, 3.06], [-0.75, -1.45, 1.83], [0.24, 1.78, 2.11], [-1.65, 0.58, 3.88], [-2.42, -0.34, 4.71], [-3.76, -0.60, 4.08], [2.98, 1.32, 5.81], [2.77, 1.34, 4.06], [3.21, -0.18, 4.90], [0.57, 1.35, 5.19], [0.99, -0.12, 6.08], [-2.52, 0.15, 5.68], [-1.85, -1.27, 4.84], [-4.30, 0.34, 3.96], [-4.35, -1.26, 4.73], [-3.65, -1.08, 3.11], [5.00, -1.11, -1.10], [4.85, -0.15, -0.01], [5.18, -0.76, 1.27], [4.26, -1.88, 1.44], [4.43, -2.87, 0.37], [4.13, -2.26, -0.91], [2.73, -1.94, -1.09], [2.16, -0.63, 0.14], [3.61, 0.56, -0.03], [2.89, -1.50, 1.66], [6.04, -1.45, -1.13], [4.76, -0.62, -2.05], [5.06, -0.04, 2.09], [6.21, -1.12, 1.26], [3.77, -3.72, 0.54], [5.47, -3.22, 0.37], [2.12, -2.83, -0.96], [2.55, -1.53, -2.08], [3.55, 1.30, 0.76], [3.47, 1.06, -0.99], [2.29, -2.39, 1.86], [2.82, -0.82, 2.51], [1.26, 2.24, -1.04], [1.30, 1.71, -2.41], [2.04, 2.49, -3.21], [-0.04, 1.54, -2.79], [1.87, 0.39, -2.24]], "mulliken_charge": [0.480, -1.102, -0.388, -0.383, 1.100, -0.473, -0.349, -0.281, -0.322, -1.112, 0.451, 0.198, 0.271, 0.440, 0.332, 0.342, 0.374, 0.307, 0.384, 0.255, -0.901, 0.308, -0.766, 0.352, -0.819, 0.171, -1.157, 1.135, -0.748, -0.267, 0.267, 0.433, 0.316, 0.304, 0.366, 0.307, 0.484, 0.399, 0.413, 0.487, 0.571, -0.276, -0.416, 0.302, -0.269, -0.333, -0.187], "total_charge": 1, "spin_multiplicity": 2, "homo_lumo_gap_ev": [9.1, 5.2], "s_squared": 0.7578, "total_energy_ev": -76920.2198, "mol_weight_g_mol": 547.9, "homo_ev": [-12.1, -12.0], "relative_energy_kcal_mol": 0.0}